[1]
Entry from the Open Molecules 2025 dataset: a single C3H5NO2 molecule (ωB97M-V/def2-TZVPD).

Cartesian coordinates (Å):
O1 0.41772 2.07571 1.09792
O2 -0.62968 0.61058 -1.68055
N1 1.05599 -0.19078 0.87114
C1 0.35360 0.96436 0.63845
C2 0.29274 -1.03047 -0.04734
C3 -0.58312 0.21176 -0.34505
H1 1.67917 -0.42932 1.62825
H2 -0.22453 -1.87184 0.42477
H3 -1.53104 0.86250 -1.90155
H4 0.85707 -1.36840 -0.92202
H5 -1.57861 0.14650 0.10782

Force components x, y, z for each atom (eV/Å):
0.03 -0.43 -0.24
-0.13 0.08 -0.07
0.10 0.13 0.22
0.04 0.32 0.19
-0.08 -0.19 -0.12
-0.14 -0.09 0.18
-0.02 0.04 -0.11
0.07 0.11 -0.07
0.13 0.06 -0.03
-0.07 0.06 0.14
0.08 -0.08 -0.09

The SMILES is O=C1NC[C@@H]1O. The highest occupied orbital energy is -9.6 eV. For the max |F|, the calculation gives 0.5 eV Å⁻¹. The LUMO energy is 0.69 eV. The relative energy (zero: lowest compared OMol25 entry of this formula, charge and spin) is 123.2 kJ/mol. The orbital gap comes out at 10.3 eV. As for the total energy: -322.5274 hartree. Its molecular weight is 87.1 g/mol.

Results of the Mulliken charge analysis, in e, for atoms 1 through 6: atom 1 (O): -0.603, atom 2 (O): -0.538, atom 3 (N): -0.127, atom 4 (C): 0.231, atom 5 (C): -0.557, atom 6 (C): 0.243

---

[2]
Entry from the Open Molecules 2025 dataset: a single C3H5NO2 molecule in a non-equilibrium geometry (ωB97M-V/def2-TZVPD).

Cartesian coordinates (Å):
O1 -0.13929 -0.97776 -1.07592
O2 0.26992 0.32473 0.70795
N1 2.45791 0.42752 1.28050
C1 -1.99294 0.05920 -0.26345
C2 1.61272 0.18963 0.38754
C3 -0.54783 -0.25577 -0.18635
H1 -1.85077 -0.21003 -1.35212
H2 1.76624 -0.11635 -0.64887
H3 -2.61669 -0.76478 0.08239
H4 3.39210 0.31549 0.89170
H5 -2.35137 1.00811 0.17665

Force components x, y, z for each atom (eV/Å):
0.86 -0.23 0.66
-0.01 0.04 0.09
-0.17 -0.07 -0.24
0.13 -0.42 -0.52
0.36 0.08 0.27
0.48 -0.74 -0.59
-2.22 1.63 0.43
0.06 0.10 0.25
0.24 -0.03 0.42
-0.04 0.05 0.06
0.31 -0.40 -0.84

The SMILES is [H]/N=C/OC(C)=O. The highest occupied orbital energy is -10.6 eV. For the max |F|, the calculation gives 2.8 eV Å⁻¹. The LUMO energy is 0.87 eV. The relative energy (zero: lowest compared OMol25 entry of this formula, charge and spin) is 158.9 kJ/mol. The orbital gap comes out at 11.4 eV. As for the total energy: -322.5138 hartree. Its molecular weight is 87.1 g/mol.

Results of the Mulliken charge analysis, in e, for atoms 1 through 6: atom 1 (O): -0.560, atom 2 (O): -0.381, atom 3 (N): -0.549, atom 4 (C): -0.862, atom 5 (C): 0.160, atom 6 (C): 0.738

---

[3]
Entry from the Open Molecules 2025 dataset: a molecular structure, C3H5NO2 (ωB97M-V/def2-TZVPD).

Cartesian coordinates (Å):
O1 -0.55427 1.15135 0.66915
O2 0.29816 -1.94315 0.01757
N1 1.83121 1.00046 0.40027
C1 0.65553 0.58715 0.33453
C2 -1.31834 0.00967 0.20887
C3 -0.00247 -0.70204 -0.17703
H1 0.67653 -1.31093 -1.16314
H2 -1.78704 -0.52406 1.04279
H3 1.89019 1.93237 0.80913
H4 -2.05066 0.28504 -0.55181
H5 0.36116 -0.48586 -1.59034

Force components x, y, z for each atom (eV/Å):
0.07 0.11 0.00
0.10 -0.02 0.20
-0.45 -0.07 0.08
0.61 0.11 0.10
-0.21 -0.19 -0.14
0.06 0.00 -0.06
-0.22 0.03 -0.17
0.06 0.06 -0.15
0.02 -0.01 -0.01
0.19 -0.09 0.01
-0.23 0.07 0.13

The highest occupied orbital energy is -10.1 eV. For the max |F|, the calculation gives 0.6 eV Å⁻¹. The LUMO energy is -0.16 eV. The relative energy (zero: lowest compared OMol25 entry of this formula, charge and spin) is 585.7 kJ/mol. The orbital gap comes out at 9.9 eV. As for the total energy: -322.3512 hartree. Its molecular weight is 87.1 g/mol.

Results of the Mulliken charge analysis, in e, for atoms 1 through 6: atom 1 (O): -0.377, atom 2 (O): -0.654, atom 3 (N): -0.593, atom 4 (C): 0.131, atom 5 (C): -0.307, atom 6 (C): 0.704

---

[4]
Entry from the Open Molecules 2025 dataset: a single C3H5NO2 molecule (ωB97M-V/def2-TZVPD).

Cartesian coordinates (Å):
O1 -0.19545 -0.37144 0.06237
O2 -0.54073 1.58158 1.17404
N1 -0.41375 -2.36378 0.82749
C1 0.50646 1.63002 -0.99566
C2 -0.14837 -1.12354 1.21186
C3 -0.11767 0.99927 0.21958
H1 -0.65456 -2.62591 -0.12572
H2 -0.37887 -3.09413 1.52058
H3 0.91211 2.60425 -0.72005
H4 1.28781 0.98857 -1.40749
H5 -0.25698 1.77512 -1.76700

Force components x, y, z for each atom (eV/Å):
0.00 -0.12 0.28
0.23 -0.36 -0.44
0.05 0.15 0.22
0.07 0.05 -0.01
-0.13 -0.39 -0.43
-0.13 0.53 0.23
0.07 0.11 0.09
-0.03 0.13 -0.08
-0.09 -0.13 -0.04
-0.10 0.09 0.05
0.06 -0.05 0.12

The highest occupied orbital energy is -9.2 eV. For the max |F|, the calculation gives 0.6 eV Å⁻¹. The LUMO energy is 0.90 eV. The relative energy (zero: lowest compared OMol25 entry of this formula, charge and spin) is 176.3 kJ/mol. The orbital gap comes out at 10.1 eV. As for the total energy: -322.5072 hartree. Its molecular weight is 87.1 g/mol.

Results of the Mulliken charge analysis, in e, for atoms 1 through 6: atom 1 (O): -0.166, atom 2 (O): -0.461, atom 3 (N): -0.124, atom 4 (C): -0.917, atom 5 (C): -0.390, atom 6 (C): 0.703

---

[5]
Entry from the Open Molecules 2025 dataset: a molecular structure, C3H5NO2 (ωB97M-V/def2-TZVPD).

Cartesian coordinates (Å):
O1 1.25137 0.30445 0.86168
O2 -0.77367 -0.51093 0.36283
N1 0.93599 -1.96565 1.00255
C1 1.11442 1.26215 -0.08421
C2 0.49942 -0.82800 0.72772
C3 -1.06364 0.77114 -0.12819
H1 -1.33934 0.72488 -1.18500
H2 1.07099 0.78534 -1.08613
H3 -1.85734 1.22169 0.47593
H4 -0.19542 1.61369 0.01423
H5 0.21426 -2.67613 0.91156

Force components x, y, z for each atom (eV/Å):
0.05 0.01 0.08
-0.07 -0.01 -0.03
-0.12 0.25 -0.08
0.37 -0.09 -0.22
0.13 -0.18 -0.05
-0.21 0.03 -0.10
0.13 0.06 0.21
0.06 -0.14 0.12
0.11 -0.08 -0.06
-0.47 0.04 0.13
0.01 0.10 0.00

The highest occupied orbital energy is -9.3 eV. For the max |F|, the calculation gives 0.5 eV Å⁻¹. The LUMO energy is 0.40 eV. The relative energy (zero: lowest compared OMol25 entry of this formula, charge and spin) is 504.7 kJ/mol. The orbital gap comes out at 9.7 eV. As for the total energy: -322.3821 hartree. Its molecular weight is 87.1 g/mol.

Results of the Mulliken charge analysis, in e, for atoms 1 through 6: atom 1 (O): -0.229, atom 2 (O): -0.351, atom 3 (N): -0.619, atom 4 (C): -0.627, atom 5 (C): 0.726, atom 6 (C): -0.432

---

[6]
Entry from the Open Molecules 2025 dataset: a single C3H5NO2 molecule (ωB97M-V/def2-TZVPD).

Cartesian coordinates (Å):
O1 0.66987 1.64471 -0.35620
O2 -0.20181 -1.70319 -0.12382
N1 2.00829 -0.18011 -0.00861
C1 -0.37791 -0.50535 -0.05540
C2 -1.71279 0.15068 0.14522
C3 0.82580 0.45192 -0.16546
H1 -2.46653 -0.61057 0.35147
H2 2.02632 -1.18518 0.07644
H3 -1.64924 0.86790 0.96964
H4 -1.98749 0.72604 -0.74465
H5 2.86550 0.34316 -0.08863

Force components x, y, z for each atom (eV/Å):
0.06 -0.42 0.08
-0.07 0.54 0.06
0.00 0.10 -0.05
-0.15 -0.38 0.01
-0.05 -0.06 0.02
0.17 0.19 0.00
0.11 0.10 -0.06
-0.05 0.14 -0.04
0.00 -0.09 -0.12
0.09 -0.07 0.10
-0.12 -0.06 -0.01

The SMILES is CC(=O)C(N)=O. The highest occupied orbital energy is -9.7 eV. For the max |F|, the calculation gives 0.5 eV Å⁻¹. The LUMO energy is 0.27 eV. The relative energy (zero: lowest compared OMol25 entry of this formula, charge and spin) is 13.7 kJ/mol. The orbital gap comes out at 10.0 eV. As for the total energy: -322.5691 hartree. Its molecular weight is 87.1 g/mol.

Results of the Mulliken charge analysis, in e, for atoms 1 through 6: atom 1 (O): -0.594, atom 2 (O): -0.560, atom 3 (N): -0.355, atom 4 (C): 0.787, atom 5 (C): -1.005, atom 6 (C): 0.352

---

[7]
Entry from the Open Molecules 2025 dataset: a molecular structure, C3H5NO2 in a non-equilibrium geometry (ωB97M-V/def2-TZVPD).

Cartesian coordinates (Å):
O1 2.22247 -1.18270 -0.67721
O2 -0.25380 1.14165 -1.36813
N1 1.14960 0.65644 0.52675
C1 -1.11803 -0.61153 0.20470
C2 0.08137 0.21315 -0.41732
C3 1.46567 -0.33879 -0.30187
H1 0.98252 0.47174 1.80052
H2 -1.44832 -1.33428 -0.46982
H3 -0.59888 -1.03489 1.01800
H4 -1.80171 0.10169 0.61873
H5 -0.68088 1.91752 -0.93435

Force components x, y, z for each atom (eV/Å):
0.29 0.38 0.65
-0.41 1.03 0.03
-0.71 0.02 6.06
3.18 2.40 -0.17
-0.98 -0.61 0.39
-0.83 -1.18 -1.61
0.94 0.75 -4.99
-1.00 -0.94 -0.94
0.04 -1.23 1.17
-0.89 0.19 -0.17
0.36 -0.82 -0.42

The highest occupied orbital energy is -9.5 eV. For the max |F|, the calculation gives 6.1 eV Å⁻¹. The LUMO energy is 0.17 eV. The relative energy (zero: lowest compared OMol25 entry of this formula, charge and spin) is 337.8 kJ/mol. The orbital gap comes out at 9.7 eV. As for the total energy: -322.4457 hartree. Its molecular weight is 87.1 g/mol.

Results of the Mulliken charge analysis, in e, for atoms 1 through 6: atom 1 (O): -0.507, atom 2 (O): -0.504, atom 3 (N): -0.589, atom 4 (C): -0.959, atom 5 (C): 0.813, atom 6 (C): 0.165

---

[8]
Entry from the Open Molecules 2025 dataset: a single C3H5NO2 molecule in a non-equilibrium geometry (ωB97M-V/def2-TZVPD).

Cartesian coordinates (Å):
O1 1.23394 -1.15753 0.01049
O2 1.09104 1.16242 0.38962
N1 -1.76199 0.02681 0.08900
C1 0.40504 -0.08199 0.07851
C2 -0.93810 -0.24561 1.00967
C3 -0.77088 0.12288 -1.03127
H1 -0.76847 1.10796 -1.61408
H2 1.81560 1.34156 -0.24375
H3 1.46934 -1.26782 0.92869
H4 -0.93964 -0.78402 -1.64173
H5 -0.83590 -0.22466 2.02484

Force components x, y, z for each atom (eV/Å):
0.22 -0.07 -0.60
-0.24 -1.09 -0.19
-0.98 0.27 0.07
-2.84 1.93 0.23
3.95 1.77 -4.42
0.73 -0.54 0.63
-0.11 -1.50 0.93
-0.61 -0.47 0.26
0.64 -0.55 0.43
0.36 0.72 -0.20
-1.12 -0.48 2.86

The SMILES is OC1(O)C=NC1. The highest occupied orbital energy is -9.6 eV. For the max |F|, the calculation gives 6.2 eV Å⁻¹. The LUMO energy is 0.63 eV. The relative energy (zero: lowest compared OMol25 entry of this formula, charge and spin) is 308.6 kJ/mol. The orbital gap comes out at 10.2 eV. As for the total energy: -322.4568 hartree. Its molecular weight is 87.1 g/mol.

Results of the Mulliken charge analysis, in e, for atoms 1 through 6: atom 1 (O): -0.511, atom 2 (O): -0.518, atom 3 (N): -0.525, atom 4 (C): 0.624, atom 5 (C): -0.183, atom 6 (C): -0.478

---

[9]
Entry from the Open Molecules 2025 dataset: a single C3H5NO2 molecule (ωB97M-V/def2-TZVPD).

Cartesian coordinates (Å):
O1 -2.22730 0.07006 -0.12771
O2 0.21661 -1.60872 -0.95945
N1 -0.29027 1.39902 0.36651
C1 -1.05889 0.25054 0.15941
C2 0.97548 0.66248 0.26824
C3 0.11812 -0.60044 0.36642
H1 1.49360 0.84262 -0.68066
H2 -0.68866 -1.62361 -1.33849
H3 1.67148 0.78992 1.10472
H4 -0.50645 2.21800 0.91948
H5 0.27302 -2.36554 -0.35643

Force components x, y, z for each atom (eV/Å):
0.35 0.07 0.00
-0.19 -0.02 0.30
-0.19 0.17 0.03
-0.21 -0.02 -0.01
0.30 0.05 0.00
-0.03 0.04 -0.02
-0.09 -0.05 0.10
0.15 0.10 0.12
-0.12 0.05 -0.14
0.01 -0.12 -0.04
0.02 -0.28 -0.34

The highest occupied orbital energy is -8.3 eV. For the max |F|, the calculation gives 0.4 eV Å⁻¹. The LUMO energy is 0.27 eV. The relative energy (zero: lowest compared OMol25 entry of this formula, charge and spin) is 434.1 kJ/mol. The orbital gap comes out at 8.5 eV. As for the total energy: -322.4090 hartree. Its molecular weight is 87.1 g/mol.

Results of the Mulliken charge analysis, in e, for atoms 1 through 6: atom 1 (O): -0.655, atom 2 (O): -0.398, atom 3 (N): -0.199, atom 4 (C): 0.365, atom 5 (C): -0.200, atom 6 (C): -0.438

---

[10]
Entry from the Open Molecules 2025 dataset: a single C3H5NO2 molecule in a non-equilibrium geometry (ωB97M-V/def2-TZVPD).

Cartesian coordinates (Å):
O1 2.59017 -0.13118 -0.28800
O2 0.60465 0.84886 -0.94297
N1 0.58738 -0.62537 0.73707
C1 -0.75440 -0.50051 0.22567
C2 -0.72405 0.92347 -0.27730
C3 1.40225 0.01762 -0.17384
H1 -0.86288 -1.00766 -0.74539
H2 -1.62953 1.06050 -0.89319
H3 -0.63104 1.79558 0.37466
H4 -1.52483 -0.88228 0.88987
H5 0.94226 -1.49903 1.09340

Force components x, y, z for each atom (eV/Å):
-0.65 0.45 -0.33
-0.34 0.17 0.20
0.10 -0.07 -0.13
-0.28 -0.16 -0.08
0.30 0.00 -0.10
0.16 -0.07 0.07
-0.05 -0.58 0.29
1.04 0.23 -0.61
-0.23 -0.52 0.54
-0.04 0.53 0.23
-0.01 0.04 -0.07

The SMILES is O=C1NCCO1. The highest occupied orbital energy is -10.1 eV. For the max |F|, the calculation gives 1.2 eV Å⁻¹. The LUMO energy is 0.79 eV. The relative energy (zero: lowest compared OMol25 entry of this formula, charge and spin) is 68.8 kJ/mol. The orbital gap comes out at 10.9 eV. As for the total energy: -322.5481 hartree. Its molecular weight is 87.1 g/mol.

Results of the Mulliken charge analysis, in e, for atoms 1 through 6: atom 1 (O): -0.557, atom 2 (O): -0.337, atom 3 (N): -0.304, atom 4 (C): -0.399, atom 5 (C): -0.387, atom 6 (C): 0.533

---

[11]
Entry from the Open Molecules 2025 dataset: a single C3H5NO2 molecule (ωB97M-V/def2-TZVPD).

Cartesian coordinates (Å):
O1 -1.62077 -0.86638 0.25233
O2 0.77153 0.33379 1.07097
N1 -0.16886 1.14924 -0.79858
C1 0.76292 -0.87835 0.30677
C2 -0.60173 -0.99026 -0.39039
C3 0.10153 1.29762 0.42923
H1 -0.21689 2.08792 1.10826
H2 -0.60357 -1.30101 -1.45014
H3 1.61602 -0.90808 -0.38036
H4 0.83093 -1.69598 1.02769
H5 -0.87111 1.77149 -1.17579

Force components x, y, z for each atom (eV/Å):
0.21 -0.51 -0.34
-0.14 0.08 0.01
-0.02 0.26 0.31
-0.04 -0.15 -0.02
-0.29 -0.37 0.29
-0.01 0.13 -0.28
0.19 0.07 -0.14
0.05 -0.09 0.12
-0.29 0.04 -0.02
0.13 0.12 0.00
0.22 0.41 0.07

The SMILES is [H]/N=C/OCC=O. The highest occupied orbital energy is -9.7 eV. For the max |F|, the calculation gives 0.6 eV Å⁻¹. The LUMO energy is 1.00 eV. The relative energy (zero: lowest compared OMol25 entry of this formula, charge and spin) is 195.2 kJ/mol. The orbital gap comes out at 10.7 eV. As for the total energy: -322.5000 hartree. Its molecular weight is 87.1 g/mol.

Results of the Mulliken charge analysis, in e, for atoms 1 through 6: atom 1 (O): -0.499, atom 2 (O): -0.320, atom 3 (N): -0.579, atom 4 (C): -0.337, atom 5 (C): 0.136, atom 6 (C): 0.138

---

[12]
Entry from the Open Molecules 2025 dataset: a single C3H5NO2 molecule (ωB97M-V/def2-TZVPD).

Cartesian coordinates (Å):
O1 -0.25173 1.44648 1.84242
O2 -2.09988 0.69217 -0.30474
N1 0.95685 0.26880 0.29914
C1 -0.18779 0.64090 0.92367
C2 -1.47659 -0.05194 0.57858
C3 1.04764 -0.78318 -0.69298
H1 1.35869 -1.73987 -0.25792
H2 -2.97899 0.30838 -0.45293
H3 0.07082 -0.92321 -1.16268
H4 1.75631 -0.50025 -1.47688
H5 1.80468 0.64173 0.70432

Force components x, y, z for each atom (eV/Å):
0.00 -0.22 -0.31
-0.04 -0.29 0.24
-0.12 0.14 0.21
0.22 0.05 0.16
-0.06 0.28 -0.23
-0.04 -0.09 -0.13
-0.03 0.13 -0.05
0.13 0.09 -0.01
0.17 -0.01 0.04
-0.12 -0.04 0.11
-0.10 -0.04 -0.04

The highest occupied orbital energy is -8.9 eV. For the max |F|, the calculation gives 0.4 eV Å⁻¹. The LUMO energy is 0.54 eV. The relative energy (zero: lowest compared OMol25 entry of this formula, charge and spin) is 298.5 kJ/mol. The orbital gap comes out at 9.5 eV. As for the total energy: -322.4606 hartree. Its molecular weight is 87.1 g/mol.

Results of the Mulliken charge analysis, in e, for atoms 1 through 6: atom 1 (O): -0.620, atom 2 (O): -0.296, atom 3 (N): -0.192, atom 4 (C): 0.885, atom 5 (C): -0.548, atom 6 (C): -0.720

---

highest occupied orbital energy of number 1 (C3H5NO2)? -9.6 eV